{
  "formula": "C9H29N2O10",
  "method": "the ωB97M-V functional and the def2-TZVPD basis",
  "total_charge": -1,
  "e_above_lowest_kj_mol": 0.00,
  "symbols": ["C", "H", "O", "H", "C", "N", "H", "H", "H", "H", "H", "H", "H", "O", "H", "H", "H", "H", "C", "H", "O", "H", "O", "H", "O", "H", "H", "O", "C", "C", "H", "C", "C", "H", "H", "O", "H", "O", "H", "H", "H", "H", "O", "H", "H", "O", "C", "H", "N", "C"],
  "coordinates": [[2.646, -0.775, -3.134], [5.046, 2.519, -0.878], [-0.352, 2.514, 0.451], [-1.033, 3.772, 1.743], [-3.761, -0.913, 1.188], [4.167, 2.073, -0.658], [-0.545, 1.615, 0.175], [-4.793, -1.202, -0.662], [0.226, -0.975, 1.472], [-4.137, 0.019, 1.611], [-2.938, 2.081, 0.010], [-3.166, -2.038, -0.531], [1.735, -3.269, 0.276], [-3.099, -0.114, -0.963], [2.949, -0.752, -1.278], [-1.888, -0.934, 1.199], [0.855, 0.438, -3.685], [2.231, 0.909, -0.024], [0.696, -3.406, 0.575], [-2.257, 4.327, -0.106], [0.818, -1.437, 2.071], [2.673, -1.405, -4.023], [3.014, -1.443, -1.942], [-0.330, -1.849, -0.392], [-2.537, -1.291, 1.811], [0.943, -3.347, 2.756], [-1.304, 2.125, 2.288], [1.265, 0.764, -1.735], [1.339, -0.120, -2.883], [0.429, -2.771, 1.987], [3.437, 2.039, -1.355], [-2.785, 2.819, 0.797], [-1.369, 2.786, 1.424], [0.654, -0.866, -2.480], [3.380, 0.023, -3.242], [-0.068, -2.761, -0.543], [-4.446, -1.604, 1.680], [-3.044, 4.131, 0.406], [0.402, -4.452, 0.488], [-3.438, 2.628, 1.649], [2.864, 0.494, 1.617], [-0.645, -2.689, 2.153], [-0.729, -0.237, 0.067], [0.582, 0.329, -1.221], [-2.225, -0.104, -0.565], [5.034, 1.551, 1.269], [-3.764, -1.157, -0.304], [0.215, -0.400, 0.255], [2.932, 0.918, 0.703], [4.120, 1.439, 0.483]],
  "forces_ev_per_a": [[0.9, 1.3, 0.9], [-0.3, -0.1, -0.1], [-0.4, 0.3, 0.3], [-0.8, 0.2, 0.4], [-0.8, -2.0, 1.8], [1.0, 1.8, -4.1], [0.1, -0.9, -0.4], [0.0, -0.2, -0.2], [-0.5, 0.3, 0.7], [0.3, 0.8, -0.9], [0.1, -0.1, 0.0], [-0.6, -0.7, 0.3], [0.3, -0.2, 0.4], [-0.9, 0.8, -0.8], [0.1, -0.1, 0.5], [1.2, 0.3, 0.0], [0.4, -0.3, -0.5], [-0.2, 0.0, 0.4], [-1.0, 1.9, -1.0], [0.0, 0.6, -0.4], [1.6, 0.6, 0.1], [-0.2, -0.2, 0.3], [0.2, -0.8, -0.4], [-0.3, 0.5, 0.5], [-0.4, 0.4, -0.2], [-0.1, 0.0, 0.0], [0.0, -0.4, -0.1], [1.7, 0.3, -0.5], [-2.6, 0.0, 0.8], [-0.8, -0.7, -1.4], [0.1, 0.0, 0.2], [0.9, -0.2, 2.3], [0.8, 0.0, -0.9], [-0.2, -0.9, -1.3], [0.3, 0.2, -0.7], [0.8, -2.1, 0.9], [-0.6, -0.4, -0.3], [-0.2, 0.8, -1.0], [0.1, 0.0, 0.4], [-0.5, -0.3, -0.2], [-0.8, -0.2, -0.4], [-0.2, -1.2, 0.2], [1.6, 0.1, 0.0], [-0.8, 0.5, 0.6], [0.9, 0.2, -0.3], [1.3, -0.8, 1.5], [0.3, 0.9, 0.4], [-0.6, 0.7, -0.5], [-1.0, -1.8, 1.6], [-0.1, 1.2, 0.9]]
}

---

{
  "formula": "C21H56N6O8P2Si2",
  "method": "the ωB97M-V functional and the def2-TZVPD basis",
  "total_charge": 0,
  "symbols": ["Si", "C", "H", "C", "H", "H", "C", "N", "N", "H", "H", "O", "C", "O", "H", "H", "H", "H", "H", "H", "H", "H", "H", "H", "C", "C", "H", "H", "C", "H", "H", "H", "H", "O", "H", "P", "H", "Si", "H", "C", "C", "H", "H", "H", "H", "H", "H", "P", "H", "C", "H", "N", "O", "C", "H", "H", "N", "C", "O", "C", "O", "C", "H", "H", "C", "H", "H", "H", "H", "O", "H", "H", "H", "H", "H", "H", "H", "N", "H", "C", "C", "C", "H", "C", "N", "C", "H", "H", "H", "O", "C", "H", "H", "H", "H"],
  "coordinates": [[-0.527, 0.222, 1.553], [6.842, 4.836, 0.838], [-3.659, 1.227, 3.990], [4.810, 2.724, 1.233], [0.582, -8.182, 0.570], [-0.268, 3.161, -5.105], [4.450, 4.050, 0.601], [3.150, -7.580, 1.426], [-0.398, 3.917, -4.452], [5.573, 2.217, 0.639], [2.051, 0.706, -0.798], [-1.686, 1.022, 2.439], [0.521, 3.933, -3.449], [0.434, -1.619, -2.910], [1.205, 4.875, -1.681], [2.219, -3.424, 2.704], [7.116, 5.603, 1.565], [2.385, -0.258, -3.124], [-9.118, 0.608, -1.817], [2.018, -9.222, 2.044], [2.139, 2.484, -0.831], [-8.201, 2.878, 0.956], [-2.457, 4.283, -4.642], [-0.653, 3.374, 1.404], [4.034, -1.492, -2.622], [1.502, 1.632, -0.583], [-0.660, -0.392, -0.595], [-5.361, -1.932, 1.752], [0.727, -7.278, 1.163], [-9.769, 3.013, -2.081], [-10.093, 3.018, -0.347], [-5.298, -1.613, 0.177], [3.489, -8.953, 2.979], [1.400, 3.092, -3.392], [-1.528, 5.576, -3.882], [1.157, 1.660, 1.222], [0.898, -3.986, -2.270], [-3.134, 0.352, 2.919], [-11.115, 2.068, -1.427], [1.845, -3.458, -2.317], [0.950, -2.135, 1.468], [4.364, -1.994, 2.181], [0.310, -2.987, 1.216], [-7.861, 1.477, 1.983], [3.233, -1.268, 3.312], [0.591, 3.522, 2.665], [5.195, 2.879, 2.242], [-4.834, 0.217, 1.428], [0.603, 1.691, -1.204], [2.140, -6.761, 1.027], [2.320, -3.512, -1.336], [2.634, -1.195, -2.845], [3.320, 4.318, 0.224], [2.325, -2.684, 1.902], [-0.558, -1.814, 3.005], [2.704, -3.234, 1.031], [-4.782, -1.489, 1.043], [-8.459, 0.949, 0.030], [-1.225, -0.356, 0.167], [1.568, -2.028, -2.715], [-7.754, -0.046, 0.035], [-1.508, 4.822, -4.662], [4.441, -0.855, -1.834], [7.020, 3.864, 1.284], [-10.092, 2.400, -1.239], [0.491, -7.504, 2.204], [1.131, -1.607, 0.516], [-9.543, 1.926, 1.618], [-0.556, 4.951, -1.880], [2.376, -5.651, 0.583], [-2.947, -1.002, 3.503], [3.244, -0.721, 1.617], [0.940, 4.058, 0.990], [4.615, -1.327, -3.532], [4.065, -7.174, 1.313], [5.150, 5.823, 0.029], [0.051, -6.507, 0.807], [-9.209, 1.265, -1.059], [2.491, -3.947, -3.048], [3.346, -1.596, 2.272], [-8.527, 1.872, 1.223], [0.424, 3.314, 1.601], [7.492, 4.938, -0.033], [0.401, 5.015, -2.400], [5.450, 4.962, 0.458], [3.057, -8.916, 1.977], [3.585, -9.633, 1.347], [4.154, -2.527, -2.319], [0.915, -0.844, 3.233], [-4.210, 0.896, 0.055], [0.209, -1.228, 2.485], [-1.419, 5.328, -5.626], [3.924, 2.094, 1.293], [-4.858, 0.812, -0.637], [0.490, 6.006, -2.847]],
  "forces_ev_per_a": [[0.1, 0.0, -0.1], [-0.1, 0.1, -0.1], [0.0, 0.1, 0.0], [-0.1, 0.0, -0.1], [0.0, 0.0, 0.0], [0.0, 0.0, 0.0], [0.0, 0.0, 0.0], [0.0, 0.0, 0.0], [0.0, 0.1, 0.0], [0.0, 0.0, 0.1], [-0.2, 0.1, -0.1], [-0.3, -0.8, -0.2], [0.0, 0.0, 0.2], [0.0, 0.0, 0.1], [0.0, 0.0, 0.0], [0.0, 0.1, 0.0], [0.0, 0.0, 0.0], [0.0, 0.1, 0.0], [0.0, 0.0, 0.0], [0.0, 0.0, 0.0], [0.0, -0.1, 0.1], [0.0, 0.0, 0.0], [0.0, 0.0, 0.0], [0.2, 0.0, 0.0], [-0.1, 0.1, 0.0], [-0.4, 0.1, -0.1], [0.3, -0.1, -0.8], [0.0, -0.2, 0.0], [0.0, 0.0, 0.0], [0.0, 0.0, 0.0], [0.0, 0.0, 0.0], [-0.1, -0.1, -0.1], [0.0, 0.0, 0.0], [0.1, -0.1, -0.2], [0.0, 0.0, 0.0], [0.6, 0.0, 0.5], [0.0, 0.0, 0.0], [0.5, 0.4, 0.1], [0.0, 0.0, 0.0], [-0.1, 0.0, 0.0], [0.3, -0.1, 0.1], [-0.1, 0.1, 0.0], [0.0, 0.2, -0.1], [0.0, 0.0, 0.0], [-0.1, 0.1, -0.2], [0.0, 0.0, -0.3], [0.1, 0.0, 0.0], [-0.6, 0.1, 0.1], [0.2, -0.1, 0.0], [0.0, 0.0, 0.0], [0.0, -0.1, 0.0], [0.0, 0.0, 0.0], [0.0, 0.0, 0.0], [-0.1, 0.2, -0.4], [0.1, 0.1, 0.0], [0.0, 0.0, 0.3], [0.2, 0.3, 0.1], [0.0, 0.0, 0.1], [-0.3, 0.3, 0.9], [0.0, 0.0, 0.1], [0.0, -0.1, -0.2], [0.1, -0.1, -0.1], [0.0, 0.0, 0.0], [0.0, 0.0, 0.0], [0.0, -0.1, -0.1], [0.0, 0.0, 0.0], [-0.1, 0.0, 0.1], [0.0, 0.0, 0.0], [0.0, 0.0, 0.0], [0.0, 0.0, -0.1], [0.0, 0.0, -0.1], [0.0, -0.1, 0.1], [0.1, -0.1, 0.2], [0.0, 0.0, 0.0], [0.0, 0.0, 0.0], [0.0, 0.0, 0.0], [0.0, 0.0, 0.0], [0.0, 0.0, 0.0], [0.0, 0.0, 0.0], [-0.1, -0.3, 0.1], [0.0, 0.0, 0.0], [-0.5, 0.0, -0.2], [0.0, 0.0, 0.0], [0.0, 0.0, 0.0], [0.1, 0.0, 0.0], [0.1, 0.1, 0.0], [0.0, 0.0, 0.0], [0.0, 0.0, 0.0], [-0.2, 0.0, -0.1], [0.6, -0.2, 0.5], [0.0, -0.2, -0.1], [0.0, 0.0, 0.0], [0.0, 0.1, 0.0], [-0.5, 0.2, -0.5], [0.0, 0.0, 0.0]]
}

---

Let's list lowest unoccupied orbital energy in order: 3.077, 0.773 eV.
Let's list HOMO-LUMO gap in order: 9.79, 7.69 eV.